Molecular formula: C5H10N4
Method: DFT, ωB97M-V/def2-TZVPD

Values from the calculation:
* SMILES: C[C@@]12C=NC[C@@H]1NNN2
* energy relative to the best compared isomer or geometry (same formula, charge and spin): 374.73 kJ/mol
* max |F|: 5.49 eV/Å
* HOMO-LUMO gap: 0.3503 Eh
* electronic energy: -11303.994 eV
* HOMO energy: -0.3179 hartree

Geometry as ORCA input:
```
! wB97M-V def2-TZVPD RIJCOSX def2/J DEFGRID3
* xyz 0 1
C -0.703 1.370 0.611
C -0.313 -0.657 1.713
C 0.195 -0.909 0.304
C -0.224 0.327 -0.637
C -1.378 -0.009 -1.560
N -0.561 0.795 1.710
N 1.673 -0.890 0.127
N 0.994 0.820 -1.132
N 2.048 0.418 -0.243
H -0.837 2.402 0.532
H -1.223 -1.252 2.066
H 0.484 -0.848 2.513
H -0.106 -1.828 -0.132
H -0.968 -0.521 -2.376
H -2.003 0.938 -1.884
H -2.163 -0.614 -1.193
H 2.044 -0.977 1.160
H 1.109 0.333 -2.084
H 1.932 1.100 0.505
*
```

Results of the natural (NBO) charge analysis, in e, for atoms 1 through 6: 0.11 -0.27 -0.13 0.07 -0.62 -0.42